Below is a cluster of 13 separate species, C31H92N10O13 in total, with properties calculated with ωB97M-V with the def2-TZVPD basis set.

Kohn-Sham gap = 8.93 eV
spin multiplicity = 1
relative energy (zero: lowest compared OMol25 entry of this formula, charge and spin) = 0.0 kcal per mole
LUMO = 0.1 eV

XYZ file:
```
146
C31H92N10O13 ωB97M-V with the def2-TZVPD basis set
C -4.70 -2.47 4.59
C -3.91 -3.49 3.78
O -2.81 -2.78 3.16
H -5.35 -1.87 3.95
H -4.05 -1.76 5.11
H -5.34 -2.92 5.35
H -4.46 -4.01 3.01
H -3.49 -4.17 4.53
H -2.01 -3.29 3.28
C -1.97 -5.46 0.61
C -1.82 -4.08 0.05
O -0.70 -4.04 -0.82
H -2.87 -5.60 1.21
H -1.14 -5.68 1.29
H -1.90 -6.22 -0.17
H -1.73 -3.32 0.84
H -2.73 -3.77 -0.48
H -0.89 -3.43 -1.54
C -1.65 -1.78 -5.24
C -1.02 -2.06 -3.88
O -1.91 -2.73 -3.01
H -2.45 -1.04 -5.12
H -2.04 -2.70 -5.66
H -0.92 -1.31 -5.90
H -0.79 -1.08 -3.44
H -0.03 -2.52 -3.96
H -2.78 -2.86 -3.38
C 4.28 0.50 0.18
C 4.73 0.12 -1.21
O 4.64 1.25 -2.10
H 3.22 0.77 0.16
H 4.82 1.37 0.57
H 4.29 -0.29 0.93
H 4.03 -0.63 -1.60
H 5.70 -0.36 -1.32
H 3.72 1.55 -2.05
C 1.95 0.84 6.91
C 2.58 1.07 5.55
O 1.68 1.84 4.73
H 1.09 0.17 6.78
H 1.54 1.77 7.29
H 2.64 0.34 7.58
H 2.96 0.17 5.06
H 3.43 1.75 5.72
H 2.08 1.97 3.87
C 3.23 4.14 0.31
C 2.58 4.01 1.68
O 3.61 3.91 2.67
H 3.86 3.28 0.10
H 3.83 5.04 0.17
H 2.39 4.11 -0.40
H 1.99 3.09 1.69
H 1.83 4.79 1.86
H 3.83 4.79 2.98
C 2.52 -5.39 -0.17
O 3.45 -6.16 0.00
N 2.05 -4.60 0.84
N 1.83 -5.31 -1.34
H 2.43 -4.65 1.76
H 1.20 -4.05 0.80
H 2.07 -5.95 -2.08
H 0.90 -4.90 -1.37
C -1.93 1.03 5.25
O -3.15 1.04 5.17
N -1.15 -0.03 4.83
N -1.18 2.08 5.71
H -0.16 0.16 4.82
H -1.53 -0.85 4.38
H -1.68 2.87 6.06
H -0.18 2.11 5.57
C 1.46 1.82 -2.87
O 2.04 2.01 -1.81
N 2.07 1.13 -3.90
N 0.22 2.34 -3.14
H 1.57 1.02 -4.77
H 3.07 1.18 -3.86
H -0.45 2.51 -2.41
H -0.10 2.42 -4.09
C -0.30 1.34 1.32
C -0.71 -0.12 1.12
C 0.39 -1.09 1.49
O 1.50 -0.80 0.68
C 1.38 -1.35 -0.61
N -2.04 -0.34 1.68
H 0.37 1.68 0.53
H 0.23 1.43 2.27
H -1.18 1.97 1.22
H -0.88 -0.19 0.03
H 0.02 -2.12 1.33
H 0.65 -0.98 2.54
H 1.77 -2.37 -0.61
H 1.91 -0.78 -1.37
H 0.35 -1.45 -0.97
H -2.22 -1.33 1.86
H -2.01 0.05 2.62
C -6.94 1.32 -1.85
C -5.64 1.09 -2.60
C -5.09 -0.32 -2.49
O -4.39 -0.49 -1.28
C -3.03 -0.15 -1.33
N -5.73 1.49 -4.03
H -7.59 0.45 -2.00
H -7.43 2.25 -2.14
H -6.81 1.41 -0.77
H -4.86 1.77 -2.25
H -4.40 -0.45 -3.33
H -5.89 -1.06 -2.58
H -2.78 0.79 -0.84
H -2.69 -0.11 -2.38
H -2.38 -0.92 -0.91
H -6.65 1.28 -4.42
H -5.76 2.51 -4.07
C 6.45 -1.89 -5.30
C 5.85 -3.18 -5.83
C 4.34 -3.15 -5.72
O 3.96 -3.11 -4.35
C 2.57 -3.05 -4.22
N 6.11 -3.32 -7.29
H 6.26 -1.82 -4.22
H 5.97 -1.04 -5.79
H 7.54 -1.91 -5.36
H 6.23 -4.07 -5.32
H 3.86 -4.01 -6.20
H 3.98 -2.25 -6.23
H 2.27 -2.95 -3.17
H 2.10 -3.99 -4.55
H 2.15 -2.19 -4.75
H 6.04 -2.40 -7.72
H 7.08 -3.61 -7.41
C -3.31 4.59 3.84
C -2.47 5.58 3.07
C -1.27 4.93 2.40
O -0.42 5.90 1.77
C 0.17 6.86 2.60
N -3.28 6.38 2.12
H -4.11 4.99 4.46
H -2.63 4.00 4.47
H -3.74 3.79 3.21
H -2.12 6.28 3.84
H -1.61 4.36 1.52
H -0.66 4.32 3.07
H 0.85 7.44 1.96
H 0.84 6.41 3.35
H -0.57 7.56 2.98
H -2.91 7.32 2.13
H -3.07 6.08 1.17
```

Mulliken atomic charge list, values in e, 99 entries:
1 C -1.033
2 C -0.268
3 O -0.590
4 H 0.278
5 H 0.161
6 H 0.384
7 H 0.257
8 H 0.348
9 H 0.192
10 C -1.567
11 C 0.618
12 O -0.451
13 H 0.353
14 H 0.376
15 H 0.386
16 H -0.267
17 H 0.263
18 H 0.125
19 C -1.506
20 C 0.972
21 O -0.523
22 H 0.353
23 H 0.392
24 H 0.398
25 H -0.204
26 H -0.191
27 H 0.257
28 C -0.693
29 C 0.231
30 O -0.691
31 H -0.149
32 H 0.380
33 H 0.424
34 H -0.216
35 H 0.426
36 H 0.212
37 C -1.121
38 C -0.282
39 O -0.266
40 H 0.315
41 H 0.278
42 H 0.402
43 H 0.340
44 H 0.326
45 H 0.054
46 C -0.913
47 C 1.500
48 O -0.590
49 H 0.074
50 H 0.473
51 H 0.122
52 H -0.555
53 H -0.401
54 H 0.333
55 C 0.329
56 O -0.698
57 N -0.123
58 N -0.040
59 H 0.191
60 H 0.076
61 H 0.212
62 H 0.290
63 C 0.601
64 O -0.680
65 N -0.076
66 N -0.206
67 H -0.027
68 H 0.123
69 H 0.262
70 H 0.021
71 C 0.601
72 O -0.390
73 N -0.354
74 N -0.385
75 H 0.179
76 H 0.217
77 H 0.201
78 H 0.184
79 C -1.952
80 C 3.504
81 C 0.095
82 O -0.049
83 C 0.576
84 N -0.400
85 H 0.103
86 H -0.084
87 H 0.749
88 H -1.380
89 H -0.752
90 H 0.248
91 H 0.173
92 H -0.485
93 H -0.493
94 H 0.171
95 H -0.057
96 C -1.499
97 C 0.701
98 C -0.454
99 O -0.390